(1)
59
Properties=species:S:1:pos:R:3:forces:R:3 method="wB97M-V/def2-TZVPD" smiles="Cn1cc(CCC(=O)N2CCC[C@@H](N3CCN(c4ccccc4F)CC3)C2)cn1" de_lowest_kj_mol=41.6 lumo_energy_ev=0.627
C -9.048 1.045 -0.759 -0.4 0.3 0.0
N -7.865 0.245 -0.876 0.4 0.0 0.1
C -6.590 0.615 -0.635 0.2 -0.2 -0.1
C -5.791 -0.481 -0.890 0.0 0.3 0.0
C -4.313 -0.600 -0.739 -0.1 0.0 0.3
C -3.956 -1.228 0.620 0.2 -0.1 -0.1
C -2.454 -1.376 0.775 -0.4 -0.1 0.2
O -1.900 -2.428 0.511 0.0 -0.3 -0.2
N -1.753 -0.307 1.228 0.3 0.1 0.2
C -2.230 1.036 1.450 -0.2 0.3 -0.2
C -1.566 1.990 0.454 0.1 0.0 0.3
C -0.044 1.908 0.557 0.0 -0.2 -0.3
C 0.411 0.464 0.333 -0.1 0.0 0.3
N 1.847 0.246 0.500 -0.1 0.1 -0.1
C 2.284 -0.943 -0.213 0.2 -0.2 0.2
C 3.705 -1.321 0.200 -0.2 -0.1 -0.2
N 4.589 -0.221 -0.112 -0.3 0.1 -0.2
C 5.938 -0.456 -0.311 0.4 0.0 -0.1
C 6.555 -1.670 0.014 -0.1 0.2 0.1
C 7.890 -1.905 -0.258 0.2 0.0 0.0
C 8.672 -0.935 -0.858 0.0 -0.1 0.0
C 8.095 0.277 -1.195 -0.1 0.0 0.0
C 6.760 0.495 -0.934 0.1 0.1 0.0
F 6.241 1.690 -1.326 0.0 -0.3 0.1
C 4.154 0.986 0.558 -0.1 0.4 0.0
C 2.729 1.341 0.138 0.2 0.0 0.2
C -0.318 -0.418 1.364 0.3 -0.3 -0.3
C -6.703 -1.478 -1.278 0.1 0.3 0.1
N -7.940 -1.022 -1.265 -0.7 -0.5 -0.2
H -9.896 0.420 -1.031 0.1 0.0 0.0
H -9.174 1.402 0.266 0.0 0.0 -0.1
H -9.001 1.905 -1.430 0.0 -0.1 0.0
H -6.343 1.609 -0.318 0.0 0.2 0.1
H -3.859 0.390 -0.828 0.1 0.0 -0.1
H -3.910 -1.235 -1.530 0.1 0.1 0.0
H -4.376 -2.234 0.655 0.1 0.1 0.1
H -4.391 -0.649 1.436 0.0 0.0 0.0
H -3.312 1.089 1.356 0.0 0.0 0.1
H -1.957 1.334 2.471 -0.1 0.0 0.0
H -1.898 3.011 0.652 0.0 0.0 0.0
H -1.873 1.722 -0.559 -0.1 0.0 0.0
H 0.396 2.571 -0.190 0.1 0.1 0.1
H 0.273 2.239 1.548 0.1 0.1 0.1
H 0.088 0.160 -0.679 0.0 0.0 0.1
H 1.617 -1.773 0.016 0.0 0.0 0.0
H 2.266 -0.775 -1.306 0.0 0.0 0.1
H 4.007 -2.203 -0.365 0.0 0.0 0.1
H 3.713 -1.555 1.276 0.0 -0.1 0.0
H 5.982 -2.440 0.504 -0.1 0.0 0.0
H 8.323 -2.856 0.013 0.0 -0.1 0.0
H 9.715 -1.116 -1.065 0.1 0.0 0.0
H 8.663 1.057 -1.678 0.0 0.1 -0.1
H 4.814 1.817 0.320 0.0 -0.1 0.0
H 4.164 0.831 1.649 0.0 0.1 0.0
H 2.437 2.243 0.674 0.0 0.0 0.0
H 2.714 1.545 -0.947 0.0 0.0 0.0
H -0.061 -1.468 1.234 0.0 0.2 0.1
H -0.021 -0.100 2.368 0.0 0.0 0.0
H -6.499 -2.489 -1.565 0.0 -0.3 -0.1

(2)
55
Properties=species:S:1:pos:R:3:forces:R:3 method="wB97M-V/def2-TZVPD" de_lowest_kj_mol=108.7 total_charge=+1 lumo_energy_ev=-6.117
C -5.099 -1.395 -0.801 -0.1 -0.1 0.0
C -3.923 -1.863 0.062 0.8 0.5 0.0
C -4.325 -1.861 1.544 -0.1 -0.1 -0.1
C -3.512 -3.289 -0.335 -0.1 0.0 0.1
Si -2.451 -0.647 -0.237 -0.8 -1.3 0.7
C -2.030 -0.661 -2.043 0.3 0.4 -0.3
C -2.870 0.990 0.524 0.1 0.4 -0.2
O -1.150 -1.267 0.665 0.4 0.0 -0.4
C 0.119 -1.566 0.261 0.1 0.9 0.1
C 0.492 -3.008 0.440 0.1 -0.1 -0.2
C 0.994 -0.616 -0.155 -1.0 -1.0 0.3
H -4.854 -1.396 -1.871 -0.1 0.0 0.2
H -5.951 -2.075 -0.656 0.1 0.1 -0.1
H -5.433 -0.384 -0.530 0.0 -0.2 0.0
H -3.500 -2.203 2.184 -0.1 0.1 -0.1
H -4.649 -0.872 1.889 0.0 -0.2 -0.1
H -5.164 -2.558 1.682 0.1 0.1 0.1
H -2.705 -3.670 0.306 -0.1 0.1 -0.2
H -4.379 -3.952 -0.203 0.2 0.0 -0.1
H -3.196 -3.360 -1.383 -0.1 0.0 0.2
H -2.889 -0.325 -2.642 0.2 -0.1 0.2
H -1.193 0.022 -2.241 -0.1 -0.1 -0.1
H -1.739 -1.660 -2.395 -0.1 0.2 0.2
H -3.706 1.468 -0.004 0.1 0.0 0.1
H -3.138 0.885 1.583 0.1 0.0 -0.3
H -2.003 1.660 0.460 -0.2 0.0 0.0
H 1.489 -3.174 0.022 -0.2 -0.1 0.1
H 0.517 -3.267 1.510 -0.1 0.1 -0.3
H -0.227 -3.679 -0.060 0.2 0.3 0.2
H 1.967 -0.965 -0.479 0.0 0.2 0.0
H 0.722 0.438 -0.179 0.0 -0.3 -0.1
F 1.064 5.075 -1.701 0.9 -1.2 -0.3
C 1.904 4.021 -1.980 -0.6 0.8 0.8
C 2.379 3.890 -3.281 0.5 -0.6 0.3
C 3.272 2.837 -3.538 0.0 0.3 -0.1
C 3.643 1.958 -2.534 -0.4 -0.3 0.5
C 3.122 2.071 -1.204 -0.5 0.4 -0.9
C 3.492 1.055 -0.278 1.2 0.9 0.6
C 3.453 1.016 1.143 0.0 -0.4 0.3
C 4.142 -0.069 1.778 -0.5 0.0 -0.2
C 3.993 -0.329 3.130 0.2 0.1 0.0
C 3.183 0.502 3.921 0.2 -0.1 -0.4
C 2.562 1.613 3.342 0.0 0.5 -0.4
C 2.733 1.906 1.991 -0.1 -0.3 0.3
C 2.246 3.166 -0.940 0.1 -0.1 -0.5
H 2.088 4.597 -4.053 0.0 -0.1 0.2
H 3.680 2.718 -4.542 -0.1 0.0 0.3
H 4.342 1.147 -2.741 -0.2 0.2 -0.1
H 4.065 0.239 -0.735 -0.3 0.2 0.2
H 4.774 -0.707 1.157 -0.2 0.1 0.2
H 4.516 -1.173 3.580 -0.2 0.3 -0.1
H 3.070 0.302 4.990 0.0 0.0 -0.4
H 1.949 2.278 3.954 0.3 -0.2 -0.2
H 2.296 2.812 1.587 0.0 -0.3 0.3
H 1.815 3.327 0.038 -0.1 0.1 -0.4

(3)
71
Properties=species:S:1:pos:R:3:forces:R:3 method="wB97M-V/def2-TZVPD" de_lowest_kj_mol=142.9 total_charge=+3 lumo_energy_ev=-11.421
W 0.414 0.879 1.304 0.0 -0.1 1.1
N -3.639 0.074 3.196 0.1 0.0 -0.1
C -2.367 0.273 2.867 -0.5 -0.2 0.3
S -2.049 1.062 1.348 0.4 0.1 -0.2
N -1.441 -0.122 3.705 0.3 0.2 -0.3
N -0.188 0.166 3.275 -0.4 -0.1 0.0
C 0.786 -0.251 4.008 0.3 0.0 0.3
C 2.110 0.256 3.689 -0.4 -0.1 0.1
C 3.250 -0.072 4.375 0.4 0.0 0.2
C 4.430 0.605 4.063 0.0 -0.1 0.1
C 4.401 1.611 3.114 0.0 0.1 -0.1
C 3.215 1.878 2.450 0.1 0.1 0.1
N 2.099 1.190 2.712 -0.4 -0.2 -0.4
H -4.399 0.361 2.602 0.0 0.0 0.0
H -3.858 -0.339 4.092 0.0 0.0 0.0
H 0.575 -0.850 4.888 0.0 0.0 0.0
H 3.216 -0.825 5.153 0.0 0.0 0.0
H 5.351 0.363 4.580 0.0 0.0 0.0
H 5.280 2.197 2.880 0.0 0.0 0.0
H 3.142 2.676 1.723 0.0 0.0 0.0
O 3.986 2.807 -2.805 0.1 0.1 0.0
C 3.321 2.505 -1.879 -0.1 -0.1 0.1
C 1.861 2.997 -1.579 0.2 -0.2 0.4
O 1.324 3.998 -1.904 -0.1 0.0 -0.2
C 1.318 1.882 -0.691 -0.5 0.1 -0.4
C 2.300 1.038 -0.239 0.3 -0.5 -0.4
O 1.904 -0.054 0.402 0.3 -0.1 -0.3
C 3.673 1.453 -0.771 -0.3 0.3 0.2
O 4.731 1.118 -0.360 0.1 -0.1 -0.1
O 0.039 1.530 -0.427 0.1 0.5 -0.3
C -5.931 -1.886 -2.275 0.0 0.0 0.0
C -4.750 -2.514 -1.543 0.0 0.0 0.0
C -3.538 -2.688 -2.453 0.0 0.0 0.0
C -2.370 -3.397 -1.785 0.1 0.1 0.3
N -1.795 -2.611 -0.654 -0.1 0.0 -0.2
C -0.703 -1.881 -0.579 -0.1 0.0 -0.1
S -0.253 -1.552 1.111 0.3 0.1 0.3
N 0.054 -1.454 -1.574 0.1 -0.2 0.0
C -0.174 -1.477 -3.045 0.1 0.1 0.2
C 0.718 -2.466 -3.784 0.1 -0.1 0.1
C 2.176 -2.023 -3.953 0.0 0.0 0.0
C 3.061 -2.138 -2.712 0.0 0.0 0.1
H -6.783 -1.749 -1.611 0.0 0.0 0.0
H -6.258 -2.519 -3.100 0.0 0.0 0.0
H -5.666 -0.910 -2.688 0.0 0.0 0.0
H -5.039 -3.489 -1.141 0.0 0.0 0.0
H -4.479 -1.886 -0.683 0.0 0.0 0.0
H -3.223 -1.709 -2.829 0.0 0.0 0.0
H -3.817 -3.285 -3.326 0.0 0.0 0.0
H -1.565 -3.660 -2.463 0.1 0.1 -0.1
H -2.713 -4.326 -1.328 0.0 0.0 0.0
H -2.300 -2.693 0.218 0.0 0.0 0.0
H 1.004 -1.258 -1.289 0.0 0.1 -0.1
H 0.026 -0.464 -3.398 0.0 0.1 0.0
H -1.227 -1.657 -3.213 -0.1 -0.1 0.0
H 0.281 -2.601 -4.775 0.0 0.0 0.0
H 0.670 -3.442 -3.288 0.0 0.0 -0.1
H 2.196 -0.996 -4.334 0.0 0.0 0.0
H 2.621 -2.630 -4.741 0.0 0.0 0.0
H 2.830 -1.390 -1.939 0.0 0.0 0.0
H 4.110 -1.988 -2.966 0.0 0.0 0.0
H 2.976 -3.121 -2.245 0.0 0.0 0.0
N -1.348 5.847 1.225 -0.1 -0.4 0.2
N -0.736 4.792 1.776 0.0 0.8 0.3
N -0.436 4.785 3.080 0.0 -0.3 -0.4
C 0.114 3.593 3.209 0.0 0.1 0.2
N 0.141 2.937 2.042 -0.2 -0.1 -0.8
N -0.425 3.748 1.115 0.1 -0.1 0.3
H -1.360 6.674 1.804 0.1 0.1 -0.1
H -1.363 5.867 0.218 0.1 0.1 0.0
H 0.489 3.210 4.145 0.0 0.0 0.0

(4)
83
Properties=species:S:1:pos:R:3:forces:R:3 method="wB97M-V/def2-TZVPD" smiles="O=[N+]([O-])c1ccccc1.O=[N+]([O-])c1ccccc1.O=S1(=O)OCCO1.O=S1(=O)OCCO1.O=S1(=O)OCCO1.O=S1(=O)OCCO1.O=S1(=O)OCCO1" de_lowest_kj_mol=493.3 lumo_energy_ev=-1.252
O 43.661 29.553 -18.994 -0.1 1.9 -3.4
N 43.822 29.119 -17.914 -1.5 -1.2 0.8
O 44.226 29.712 -16.968 1.1 0.9 1.9
C 43.401 27.757 -17.801 0.7 -1.9 1.5
C 44.118 26.940 -16.986 2.2 -1.3 0.8
C 44.040 25.543 -17.107 -0.8 0.5 0.0
C 43.064 25.023 -17.908 -0.7 -0.3 -0.6
C 42.163 25.869 -18.583 0.1 -1.3 0.7
C 42.381 27.197 -18.519 -0.8 2.3 -1.2
H 44.911 27.307 -16.352 -0.1 0.4 0.0
H 44.640 24.806 -16.594 0.4 0.5 0.3
H 43.034 23.945 -17.969 -0.4 -0.1 -0.2
H 41.256 25.547 -19.073 0.2 -0.4 -0.2
H 41.763 27.910 -19.044 -0.3 -0.2 -0.3
O 34.998 26.511 -25.877 1.5 1.8 -4.2
N 35.305 26.967 -27.061 -2.0 -2.5 1.3
O 34.969 26.404 -28.125 0.7 0.8 2.4
C 35.968 28.250 -27.216 0.4 1.8 0.9
C 35.612 29.062 -28.307 0.0 -1.6 1.2
C 36.090 30.362 -28.376 1.1 0.0 0.9
C 36.933 30.867 -27.344 -1.0 -0.8 -0.5
C 37.324 30.022 -26.282 -0.2 1.3 -0.8
C 36.807 28.775 -26.215 -0.6 -2.5 -0.3
H 34.906 28.523 -28.921 0.0 0.7 -0.9
H 35.913 30.964 -29.255 -0.3 0.2 0.1
H 37.116 31.930 -27.392 0.6 0.0 0.1
H 37.991 30.220 -25.456 0.1 0.9 -0.2
H 37.146 28.165 -25.391 -0.3 -0.3 0.0
O 35.207 22.609 -18.278 1.7 1.7 0.5
S 36.276 23.601 -18.361 -0.8 -0.4 -1.7
O 36.520 24.588 -17.301 -0.1 -2.5 -2.9
O 37.613 22.809 -18.911 -0.3 1.0 3.0
C 37.424 22.390 -20.230 -0.6 -1.6 0.1
C 36.689 23.505 -20.914 1.3 2.0 -0.8
O 36.127 24.313 -19.879 -1.2 -0.1 2.4
H 38.410 22.007 -20.494 -0.1 0.6 -0.8
H 36.748 21.537 -20.269 0.0 -0.3 0.4
H 36.011 23.172 -21.700 -0.4 0.0 0.5
H 37.329 24.277 -21.343 0.5 -0.5 -0.6
O 42.028 17.319 -15.230 1.1 -0.8 -0.9
S 42.398 16.938 -16.559 -0.3 -2.0 -0.8
O 43.181 15.738 -16.942 -1.4 3.2 1.4
O 41.065 16.900 -17.426 -0.6 -1.0 0.6
C 41.198 17.627 -18.606 -1.6 -0.2 -2.6
C 42.603 18.205 -18.664 -1.4 -0.8 -0.7
O 42.870 18.236 -17.315 2.5 1.4 2.5
H 40.975 17.025 -19.487 0.5 -0.8 0.1
H 40.355 18.310 -18.715 0.3 0.8 0.8
H 42.542 19.210 -19.081 0.7 -0.2 0.1
H 43.291 17.495 -19.123 0.1 0.4 -0.5
O 34.746 28.968 -11.334 1.5 -0.2 -2.4
S 35.675 29.461 -12.356 -0.6 0.7 3.3
O 35.263 30.666 -13.019 0.9 -1.4 -0.3
O 37.055 29.716 -11.512 -0.6 0.1 -0.7
C 38.088 28.713 -11.718 -1.5 0.9 0.9
C 37.444 27.689 -12.642 0.7 0.0 -1.7
O 36.332 28.370 -13.348 0.0 -0.1 1.3
H 38.935 29.297 -12.078 0.1 -0.6 -0.3
H 38.258 28.291 -10.728 0.4 -0.1 -0.2
H 37.203 26.719 -12.207 -0.8 0.5 0.4
H 38.156 27.428 -13.426 -0.2 0.2 -0.2
O 34.541 16.049 -15.896 -1.0 3.5 -0.6
S 34.264 17.421 -16.344 0.2 0.2 -1.9
O 35.334 18.222 -16.970 -2.1 -1.6 2.0
O 33.009 17.449 -17.436 1.7 -0.4 1.8
C 32.375 18.742 -17.299 -0.5 -1.1 -0.9
C 32.415 19.149 -15.837 0.3 1.2 -0.6
O 33.394 18.351 -15.255 2.1 -2.7 0.7
H 32.910 19.422 -17.962 -0.5 0.2 0.0
H 31.370 18.417 -17.570 -0.1 1.1 -0.5
H 31.426 19.087 -15.383 0.3 -0.6 0.4
H 32.798 20.157 -15.676 -0.4 0.3 -0.4
O 32.899 21.367 -24.152 -0.7 0.3 -0.1
S 31.489 21.133 -24.224 -1.3 -0.9 1.3
O 30.967 20.006 -23.399 0.8 3.5 -2.8
O 30.602 22.550 -23.974 1.0 -2.2 1.2
C 30.435 23.283 -25.141 -0.2 0.6 -1.7
C 30.740 22.297 -26.361 -1.0 1.8 0.5
O 31.044 21.082 -25.779 1.0 -2.3 1.5
H 29.437 23.720 -25.186 -0.4 -0.7 0.1
H 31.042 24.189 -25.152 0.7 -0.4 0.0
H 31.536 22.724 -26.970 0.2 -0.4 0.0
H 29.869 22.050 -26.967 0.0 0.6 -0.1

Calculated maximum force, 0.824; 1.646; 1.062; 4.804 eV/Å (same order as the records).